Below is a molecular structure, CH2O6P, with properties calculated with ωB97M-V/def2-TZVPD.

```
! wB97M-V def2-TZVPD RIJCOSX def2/J DEFGRID3
* xyz -1 1
C 1.584 -0.057 -0.110
O -0.514 -0.982 -0.790
O 1.550 -0.648 0.867
O -1.258 -0.074 1.554
O -2.076 0.950 -0.771
O 2.040 0.010 -1.187
O 0.367 1.256 0.116
P -0.880 0.426 -0.040
H -0.401 -0.223 2.026
H -0.413 -0.658 -1.665
*
```

## Properties
Orbital gap (Eh): 0.3649
HOMO (eV): -6.002

Below is a molecular structure, CH2OS, with properties calculated with ωB97M-V/def2-TZVPD.

```
! wB97M-V def2-TZVPD RIJCOSX def2/J DEFGRID3
* xyz 0 1
C -1.560 0.450 0.917
O -2.610 0.850 1.033
S -2.057 0.962 -0.691
H 0.420 0.221 -0.619
H 0.271 -0.152 0.111
*
```

## Properties
Orbital gap (Eh): 0.3497
HOMO (eV): -10.028

Below is a molecular structure, CH2P2S3, with properties calculated with ωB97M-V/def2-TZVPD.

```
! wB97M-V def2-TZVPD RIJCOSX def2/J DEFGRID3
* xyz 0 3
C 0.516 0.866 0.406
P -0.952 0.058 1.218
P -0.131 2.074 -0.571
S -1.959 1.147 -0.331
S -0.691 -1.943 0.508
S 0.370 -1.713 -1.262
H 1.487 0.725 0.644
H 1.360 -1.214 -0.613
*
```

## Properties
Orbital gap (spin up / spin down) (Eh): 0.2369 / 0.2434
HOMO (spin up / spin down) (eV): -6.461 / -9.345

Below is CH2S3 in the gas phase, with properties calculated with ωB97M-V/def2-TZVPD.

```
! wB97M-V def2-TZVPD RIJCOSX def2/J DEFGRID3
* xyz 0 1
S 0.612 -1.454 -0.637
C 0.121 -0.026 -0.110
S -1.669 0.455 -0.267
S 1.062 1.308 0.658
H -2.306 -0.823 -0.240
H 2.179 0.539 0.597
*
```

## Properties
Orbital gap (Eh): 0.3115
HOMO (eV): -8.980
SMILES string: S=C(S)S

Below is CH2S3 in the gas phase, with properties calculated with ωB97M-V/def2-TZVPD.

```
! wB97M-V def2-TZVPD RIJCOSX def2/J DEFGRID3
* xyz 0 1
C 1.668 0.196 1.035
S 1.263 -1.087 0.244
S -1.271 -1.342 0.063
S -2.128 0.335 0.581
H 1.223 0.839 1.835
H -0.626 -0.973 -1.037
*
```

## Properties
Orbital gap (spin up / spin down) (Eh): 0.2331 / 0.2611
HOMO (spin up / spin down) (eV): -7.917 / -8.155
SMILES string: C#S#[SH]=S

Below is 14 unconnected molecules or ions with the total composition CH30O14, with properties calculated with ωB97M-V/def2-TZVPD.

```
! wB97M-V def2-TZVPD RIJCOSX def2/J DEFGRID3
* xyz 0 1
C -0.334 0.540 0.014
O -0.720 1.811 -0.445
H 0.720 0.419 -0.236
H -0.579 0.350 1.059
H -0.832 -0.161 -0.656
H 0.011 2.433 -0.434
O 0.243 -4.365 -1.377
H 0.432 -4.018 -0.506
H -0.271 -5.156 -1.214
O 1.745 -3.097 2.597
H 1.468 -3.707 3.280
H 2.690 -3.010 2.722
O 3.006 5.400 2.875
H 2.876 5.658 1.962
H 2.820 6.194 3.377
O 0.877 -0.824 6.372
H 1.266 -0.902 5.501
H 1.302 -0.057 6.756
O 3.429 -2.267 -3.174
H 3.697 -2.812 -3.914
H 2.575 -2.614 -2.918
O 5.110 1.503 -1.865
H 4.939 1.818 -2.752
H 4.647 0.666 -1.814
O 1.908 2.268 -4.978
H 1.843 2.762 -4.161
H 1.037 1.892 -5.102
O 2.481 5.156 -1.589
H 1.976 5.911 -1.287
H 3.343 5.513 -1.801
O -4.554 -3.818 1.541
H -4.261 -2.968 1.868
H -4.311 -4.437 2.229
O -3.234 -1.417 4.911
H -2.387 -1.268 5.331
H -3.661 -2.075 5.460
O -2.093 0.684 -4.812
H -3.050 0.690 -4.833
H -1.872 0.653 -3.881
O -4.132 -4.717 -2.793
H -4.065 -5.112 -1.923
H -3.273 -4.324 -2.944
O -4.477 3.911 1.069
H -3.662 3.576 0.695
H -4.672 3.314 1.792
*
```

## Properties
Orbital gap (Eh): 0.3886
HOMO (eV): -10.669

Below is 14 unconnected molecules or ions with the total composition CH30O14, with properties calculated with ωB97M-V/def2-TZVPD.

```
! wB97M-V def2-TZVPD RIJCOSX def2/J DEFGRID3
* xyz 0 1
O 2.132 0.360 -3.358
H 1.461 -0.008 -2.688
H 2.939 0.623 -3.028
H 1.762 0.948 -4.010
C -0.040 0.237 -0.129
O 0.400 0.325 -1.427
H -1.146 0.452 -0.126
H 0.384 0.808 0.622
H 0.361 -0.629 0.357
O -1.469 2.022 2.303
H -1.920 1.468 3.009
H -0.575 1.951 2.371
O -1.497 -1.654 2.979
H -1.167 -2.546 3.146
H -0.887 -1.393 2.320
O -0.897 -1.695 -2.540
H -1.403 -1.385 -3.340
H -0.515 -0.997 -1.958
O -0.780 3.540 -0.029
H -0.905 3.158 -0.945
H -1.114 2.919 0.521
O 1.845 -2.732 1.986
H 2.429 -1.971 1.988
H 2.258 -3.044 2.756
O 2.293 2.379 -0.954
H 1.472 1.908 -0.859
H 2.888 2.071 -0.266
O -3.678 2.420 0.782
H -3.741 3.350 1.216
H -2.850 2.069 1.165
O 0.268 -4.427 0.607
H -0.668 -4.147 0.181
H 0.673 -3.535 0.824
O -1.210 2.131 -2.488
H -1.734 1.639 -3.168
H -0.730 1.480 -1.969
O -3.715 -1.029 0.280
H -3.072 -1.626 -0.293
H -3.898 -0.330 -0.291
O 2.877 -0.336 1.956
H 2.314 0.163 2.520
H 3.675 -0.377 2.364
O 2.338 -1.748 -1.104
H 1.761 -1.290 -0.739
H 3.081 -1.524 -0.543
*
```

## Properties
Orbital gap (Eh): 0.3191
HOMO (eV): -9.365

Below is 17 unconnected molecules or ions with the total composition CH34O17, with properties calculated with ωB97M-V/def2-TZVPD.

```
! wB97M-V def2-TZVPD RIJCOSX def2/J DEFGRID3
* xyz 0 1
O 3.668 1.585 -2.813
C 3.496 0.400 -2.791
H 2.512 0.047 -3.167
H 4.287 -0.377 -2.709
H -2.524 0.011 0.136
H -3.459 0.761 -0.806
O -3.222 -0.139 -0.514
H 3.598 3.077 0.450
H 2.749 2.819 -0.752
O 2.672 2.973 0.204
H -2.849 -3.476 0.650
H -3.701 -2.452 -0.159
O -3.189 -2.574 0.650
H -0.109 0.613 2.049
H 1.132 1.381 1.096
O 0.231 1.030 1.213
H -2.047 -2.973 -1.522
H -0.849 -3.816 -1.872
O -1.461 -3.180 -2.259
H -1.468 -0.443 3.183
H -1.535 0.893 3.942
O -0.942 0.326 3.445
H 3.273 0.082 -0.353
H 3.935 0.812 0.856
O 4.000 0.662 -0.094
H -3.386 -1.431 2.034
H -3.961 -0.040 1.843
O -3.314 -0.515 2.374
H 0.193 2.276 -1.748
H 0.591 2.064 -3.166
O 0.969 2.367 -2.335
H -0.300 3.660 -0.130
H -0.647 2.242 0.482
O -0.852 2.881 -0.240
H -2.573 2.858 -0.938
H -4.125 2.562 -1.333
O -3.457 2.637 -0.651
H 0.135 -3.079 -0.067
H 0.187 -4.218 0.821
O -0.485 -3.685 0.363
H -1.351 -1.207 -2.899
H -1.927 -0.491 -1.770
O -1.295 -0.319 -2.503
H 3.230 1.933 2.959
H 2.123 1.095 2.538
O 2.854 1.065 3.168
H 0.390 -0.901 -0.989
H 0.714 -0.428 0.453
O 1.088 -0.933 -0.316
H 2.208 -2.440 0.655
H 2.743 -2.886 1.984
O 2.051 -3.102 1.348
*
```

## Properties
Orbital gap (Eh): 0.3566
HOMO (eV): -9.601

Below is 19 unconnected molecules or ions with the total composition CH37O20, with properties calculated with ωB97M-V/def2-TZVPD.

```
! wB97M-V def2-TZVPD RIJCOSX def2/J DEFGRID3
* xyz -1 1
O -1.093 0.644 -2.348
C -0.503 0.193 -1.391
O 0.679 -0.206 -1.380
H -0.949 0.036 -0.310
H -2.929 0.224 -1.689
H -3.470 -0.575 -2.887
O -3.559 -0.432 -1.950
H -2.147 -0.067 0.893
H -3.045 -0.875 1.878
O -2.388 -0.924 1.316
H 3.096 0.563 0.476
H 1.658 -0.059 -0.094
O 2.200 0.064 0.791
H 0.755 1.612 2.730
H 1.053 1.189 1.191
O 0.742 1.955 1.798
H -1.819 -0.073 3.145
H -1.415 -0.633 4.553
O -2.042 0.064 4.102
H 2.220 3.318 1.468
H 2.769 4.405 0.288
O 2.726 4.285 1.325
H -2.013 0.075 -3.753
H -1.579 -1.301 -3.744
O -2.155 -0.693 -4.248
H -3.758 0.051 3.840
H -4.403 1.211 2.925
O -4.423 0.282 3.246
H -0.641 -2.639 0.911
H 0.686 -3.071 0.760
O -0.046 -3.045 1.405
H 0.281 -1.896 4.167
H 1.091 -1.357 2.967
O 0.848 -1.245 3.827
H -0.603 -2.857 -2.403
H 0.641 -3.399 -3.120
O -0.134 -3.778 -2.666
H -0.790 1.958 1.280
H -2.057 2.672 0.723
O -1.720 1.885 1.062
H 3.205 -1.236 -1.834
H 1.870 -1.074 -2.433
O 2.710 -1.502 -2.580
H 1.540 1.271 -2.268
H 0.504 1.973 -3.155
O 1.251 2.066 -2.663
H 1.851 3.891 -2.070
H 2.989 3.208 -1.388
O 2.794 4.098 -1.770
H 2.251 -3.254 -1.062
H 0.856 -3.736 -1.323
O 1.527 -3.491 -0.586
H -2.509 -2.556 -0.018
H -2.317 -1.400 -0.963
O -2.059 -2.323 -0.868
H 3.998 2.930 1.093
H 3.594 1.623 1.788
O 4.184 1.951 1.015
*
```

## Properties
Orbital gap (Eh): 0.3695
HOMO (eV): -7.680

Computed energy relative to the best compared isomer or geometry (same formula, charge and spin) (eV) in order:
0.643 4.777 1.261 0.604 3.448 1.784 5.564 0.657 0.000
Computed calculated total energy (eV) in order:
-22648.6814 -13946.8944 -52149.9485 -33574.2317 -33571.3878 -30187.5866 -30183.8070 -36396.6118 -42589.5167
Computed strongest force on any atom (hartree/bohr) in order:
0.10975 0.17512 0.09176 0.03871 0.04016 0.02577 0.23752 0.04321 0.14461